The following is a quantum chemistry calculation of the ion C6H10N3S with charge +1 at a distorted geometry, from OMol25.

Each line ends with the Löwdin charge.
CARTESIAN COORDINATES (ANGSTROEM)
1 C 1.906 -1.134 -0.774  -0.0950
2 C 0.338 0.040 0.063  -0.1906
3 C -0.915 0.985 0.560  -0.0796
4 C -1.387 -1.475 0.451  -0.1013
5 C -2.019 -0.062 0.620  -0.5658
6 C 2.545 1.195 -0.511  -0.0338
7 N 0.846 -1.895 -0.679  0.1146
8 N -0.047 -1.211 -0.044  -0.1688
9 N 1.660 0.131 -0.296  -0.0942
10 S -3.051 0.253 -0.791  1.1728
11 H 2.903 -1.568 -0.981  0.1523
12 H -0.678 1.392 1.531  0.1140
13 H -1.071 1.666 -0.291  0.0882
14 H -1.073 -1.770 1.458  0.1439
15 H -1.998 -2.285 0.019  0.1428
16 H -2.635 -0.030 1.466  0.1062
17 H 2.266 2.080 0.237  0.1504
18 H 3.498 0.816 -0.184  0.0906
19 H 2.579 1.500 -1.513  0.0736
20 H -3.665 1.374 -0.341  -0.0204

As for the expectation value of S²: 2.0097. As for the net charge: +1. For the relative energy (zero: lowest compared OMol25 entry of this formula, charge and spin), the calculation gives 2.541 eV. Its multiplicity is 3. The HOMO-LUMO gap (alpha / beta) is 3.91 / 4.33 eV.